A structure of composition C29H25MnN10O8PS3 at a distorted geometry. Source: OMol25; level of theory: the ωB97M-V functional and the def2-TZVPD basis.

Last column: Löwdin spin population.
Cartesian coordinates (Å):
H  -0.254  -5.325  -0.912  0.000
C  2.745  -1.670  5.315  0.001
H  3.553  -0.953  7.169  0.000
N  2.049  -1.256  0.527  -0.026
N  1.642  -1.933  -2.317  0.000
N  -2.564  -3.517  1.623  0.003
C  -0.304  1.396  -3.060  0.000
C  -3.125  1.012  -2.552  -0.001
P  -1.487  1.064  -1.710  -0.001
O  2.674  1.878  -1.074  0.000
C  1.609  -2.163  4.648  0.001
N  0.691  -2.245  -1.425  -0.005
H  -2.966  5.687  -0.831  0.000
C  1.721  -2.566  3.321  0.000
H  0.145  -0.667  -3.359  0.000
O  2.109  -3.764  0.579  0.001
H  -1.895  5.812  1.387  0.000
H  0.871  -2.943  2.770  0.000
N  -0.390  -4.328  -0.899  0.003
C  -5.444  0.415  -2.315  0.000
H  -3.977  0.271  -0.749  0.000
N  1.305  -4.046  -2.543  0.000
C  3.943  -1.541  4.634  0.001
C  -5.661  0.740  -3.644  0.000
H  -6.643  0.610  -4.079  0.000
N  -0.935  -2.545  0.630  -0.010
C  2.829  -0.054  0.382  -0.003
O  4.251  -2.563  0.397  0.000
C  -4.178  0.545  -1.775  0.000
O  0.961  2.122  3.697  0.027
H  -0.447  1.830  0.918  0.003
C  -1.090  -3.806  0.147  0.001
H  2.928  0.461  1.356  0.000
C  2.599  -1.267  6.751  0.000
H  4.929  -1.713  2.707  0.000
C  -1.102  3.826  1.292  0.000
C  -0.042  2.700  -3.460  0.000
H  1.110  3.963  -4.740  0.000
H  -0.630  3.851  2.265  0.000
C  2.095  0.933  -0.568  0.000
H  2.413  2.095  -5.697  0.000
O  0.858  0.654  -0.700  0.000
N  -1.906  -2.431  1.552  0.002
H  -2.818  3.617  -2.159  0.000
C  2.927  -2.409  2.667  -0.001
C  0.911  2.944  -4.431  0.000
H  2.205  -2.108  7.322  0.000
C  0.533  -3.579  -1.572  0.001
H  3.825  -0.296  -0.005  0.000
C  -3.346  1.337  -3.883  0.000
S  0.915  0.674  3.903  0.021
H  -2.525  1.685  -4.495  0.000
C  4.032  -1.867  3.288  0.000
C  1.630  1.893  -4.978  0.000
H  4.810  -1.154  5.156  0.000
C  0.363  0.343  -3.664  0.000
C  -0.993  2.678  0.527  0.004
H  -0.567  3.524  -2.998  0.000
O  0.424  -2.209  5.301  0.001
C  -1.807  4.910  0.797  0.000
C  -2.321  3.681  -1.200  0.000
C  -4.614  1.199  -4.426  0.000
C  1.351  0.591  -4.599  0.000
Mn  0.174  -1.021  0.092  0.853
H  0.101  -1.254  5.337  0.000
O  -1.483  -0.238  -0.980  -0.007
C  -2.414  4.837  -0.448  0.000
C  -1.605  2.590  -0.712  0.000
H  1.882  -0.451  6.831  0.000
H  -6.262  0.051  -1.709  0.000
S  2.893  -2.595  0.893  -0.002
N  -2.090  -4.421  0.764  -0.001
O  0.033  0.339  5.058  0.002
N  1.982  -2.980  -2.966  0.003
S  -0.267  -0.093  2.096  0.127
H  -4.789  1.443  -5.467  0.000
H  1.918  -0.236  -5.000  0.000

Charge   -2
Gap between HOMO and LUMO (spin up / spin down)   0.2140 / 0.2222 Eh
DFT total energy   -134875.8222 eV
Relative energy (zero: lowest compared OMol25 entry of this formula, charge and spin)   1.393 eV
2S+1   2
HOMO energy (spin up / spin down)   -3.00 / -2.93 eV
LUMO level (spin up / spin down)   2.828 / 3.113 eV

A cluster of 10 separate species, C45H106N4O10 in total at a distorted geometry. Source: OMol25; level of theory: the ωB97M-V functional and the def2-TZVPD basis.

Last column: Mulliken charge in e.
Cartesian coordinates (Å):
C  2.769  1.023  -2.862  -2.323
H  5.728  -2.132  3.163  0.276
H  5.171  -4.407  4.026  0.402
H  5.826  -0.817  -0.102  0.533
C  1.200  -0.900  -5.695  -0.891
H  -1.430  -0.594  -1.995  0.260
H  2.173  -0.627  2.067  -1.128
H  2.593  1.884  -2.173  0.153
H  0.841  2.786  -3.896  0.020
O  -3.756  -4.718  1.491  -0.471
H  -2.586  4.904  0.059  0.348
H  7.022  -2.514  -1.226  0.377
H  -2.212  3.268  -2.155  0.213
C  -3.105  6.982  -4.537  -1.665
H  -0.436  -0.573  4.902  0.293
H  -6.216  3.643  -1.678  0.518
O  3.454  -3.743  -0.139  -0.404
H  -3.956  -6.334  3.220  0.227
H  0.461  -4.339  2.910  -0.825
H  -3.626  -2.058  1.056  0.333
C  -4.172  4.135  -5.297  -0.590
C  -1.109  5.721  -3.572  -1.851
H  1.586  7.106  0.837  0.289
H  4.144  -6.440  1.915  0.519
O  -2.463  4.168  0.669  -0.764
C  -1.105  -4.084  0.515  -1.521
H  -0.967  -3.002  0.457  -0.027
H  -4.122  3.355  -6.108  0.436
H  2.163  -0.805  4.073  -1.096
H  -1.254  -6.589  2.959  0.316
H  0.553  1.282  -1.384  -0.484
O  -2.264  2.509  -1.512  -0.341
H  6.535  -4.244  -1.015  0.430
H  2.409  -2.935  1.839  0.316
H  -4.648  3.120  -1.186  0.259
H  -3.734  -5.705  1.543  0.304
H  1.289  -2.337  5.418  0.173
H  -5.711  3.243  -4.188  0.578
H  -2.341  7.231  -5.319  0.469
H  0.157  -2.336  -4.458  0.470
H  -0.503  -0.399  1.639  -0.192
H  -5.575  6.404  -3.865  0.205
H  2.161  2.411  -5.122  0.465
O  -3.626  -1.447  0.300  -0.700
H  2.530  -1.183  -4.078  0.177
C  -1.487  0.682  -4.476  -1.900
C  -5.174  3.938  -1.604  -1.815
C  1.473  -0.323  4.805  2.008
H  0.604  1.816  -5.396  0.404
N  0.589  0.117  -3.045  0.021
C  0.517  5.416  1.793  0.864
O  1.331  1.857  -0.083  -0.085
H  -1.547  1.603  -3.900  -0.200
H  -2.608  -3.843  5.803  0.429
H  -2.153  3.739  -4.885  -0.372
C  -0.932  -4.279  4.471  -1.152
H  2.278  1.680  4.450  0.341
H  -4.664  -2.602  3.831  0.312
H  -2.333  5.073  -6.065  0.629
C  3.146  -3.191  2.622  -0.577
H  2.606  -5.659  1.630  0.161
H  -0.107  3.842  3.114  0.319
N  -3.286  5.098  -2.768  0.843
H  0.930  -0.159  -6.413  0.365
C  6.732  -2.983  1.419  -1.755
C  -0.025  -1.333  -4.907  -1.402
H  -1.504  1.899  -1.743  0.062
H  3.501  -2.111  2.931  -0.196
H  -4.088  6.884  -5.085  0.332
H  1.142  2.777  0.115  0.095
C  1.701  6.314  1.625  -1.538
H  -0.449  6.025  1.864  0.237
H  -0.553  4.261  0.569  0.046
C  -0.550  -0.379  -3.838  2.447
C  1.464  -1.394  5.921  -1.323
H  3.026  0.496  0.994  0.437
C  -1.083  -6.105  2.008  -1.576
H  1.013  1.571  5.688  0.285
H  -4.883  4.967  -5.616  0.304
C  3.511  -5.674  2.277  -1.726
C  -1.348  -1.222  -2.847  -2.562
H  5.353  -2.962  -1.675  0.366
O  0.173  -0.259  4.201  -0.401
H  3.078  0.077  -5.264  0.386
H  3.143  -5.788  3.309  0.370
H  1.998  -0.661  0.170  0.262
C  -4.729  4.586  -2.840  1.432
N  -2.822  -4.124  2.385  0.905
H  -0.456  -2.763  2.889  -0.208
H  -0.331  -3.830  5.230  0.397
H  -4.145  -6.014  4.983  0.406
C  -4.660  -3.708  3.988  -2.196
H  -3.101  7.742  -3.662  0.225
H  0.510  5.362  3.891  0.499
H  -5.934  6.229  -2.254  0.572
O  0.408  4.486  0.692  -0.412
H  -0.220  -4.496  0.131  0.509
C  5.615  -2.901  0.401  2.171
C  1.870  1.054  5.211  -1.563
C  4.192  -4.251  2.142  1.557
C  -0.390  0.399  0.877  -0.285
C  -1.476  -4.562  1.979  1.243
C  2.188  -0.355  -4.774  -1.165
H  -4.114  2.672  -3.860  0.138
H  -2.203  -1.740  -3.200  0.468
C  -2.598  5.617  -3.983  1.519
H  -0.017  -6.102  1.749  0.262
H  -2.424  3.402  0.053  0.331
H  -1.875  -4.259  -0.295  0.368
C  1.000  1.014  1.061  1.496
H  1.685  -1.689  -6.216  0.529
H  6.089  -5.178  2.822  0.393
C  0.639  4.657  3.056  -1.457
H  2.606  -3.588  3.537  0.309
C  -5.836  5.620  -3.112  -1.572
H  -5.191  4.707  -0.816  0.371
H  -1.197  0.927  -5.521  0.383
H  -1.222  1.109  1.140  0.324
H  -3.209  -1.928  -0.408  0.298
H  -6.776  5.029  -3.239  0.414
C  6.178  -3.179  -0.982  -1.951
H  0.707  -1.166  6.742  0.436
H  4.116  -1.388  -0.214  0.320
C  1.263  1.979  -4.557  -1.818
H  -2.394  0.175  -4.614  0.859
H  7.224  -3.921  1.260  0.514
H  -1.538  -6.581  1.208  0.597
H  -2.509  -6.320  4.260  0.261
C  -4.701  3.577  -4.033  -1.327
H  2.423  -1.375  6.482  0.399
N  4.620  -4.024  0.699  -0.026
H  -4.954  -3.954  5.012  0.489
H  -2.270  -2.639  4.475  0.096
C  -3.475  -5.854  4.090  -1.451
H  2.567  5.645  1.386  0.330
O  0.005  1.185  -2.212  0.956
C  2.059  -0.041  1.116  -0.532
H  -5.416  -4.036  3.277  0.434
H  2.070  6.794  2.528  0.402
H  3.039  0.147  -2.311  0.588
C  -2.326  -3.746  4.726  -1.001
H  0.975  1.679  1.947  0.086
H  7.235  -3.116  3.453  0.341
H  7.527  -2.255  1.137  0.368
H  2.540  0.951  6.060  0.416
H  -3.971  6.592  -1.769  0.422
C  5.055  -1.426  0.364  -1.489
H  -0.535  6.095  -4.395  0.499
O  -3.098  6.098  -1.731  -0.715
C  -0.537  -3.859  3.040  0.888
C  5.451  -4.271  2.990  -1.653
C  -2.637  4.660  -5.110  -0.848
C  1.648  0.720  -3.839  2.367
H  -0.836  -1.528  -5.611  0.295
H  -0.815  -5.322  4.585  0.510
H  4.693  -0.991  1.279  0.156
C  -3.329  -4.351  3.796  1.611
C  6.284  -3.008  2.897  -0.431
H  -1.037  6.239  -2.563  0.354
H  3.258  -4.615  -0.432  0.340
H  -0.844  4.682  -3.310  0.343
H  1.628  4.267  3.187  0.278
H  3.690  1.340  -3.342  0.484
H  -0.779  -2.036  -2.362  0.548
H  -0.505  -0.067  -0.140  -0.232

Charge   0
SMILES string   CC1(C)CCCC(C)(C)N1O.CC1(C)CCCC(C)(C)N1O.CC1(C)CCCC(C)(C)N1O.CC1(C)CCCC(C)(C)N1O.CC(C)O.CC(C)O.CC(C)O.O.O.O
Gap between HOMO and LUMO   0.3320 Eh
DFT total energy   -74813.0222 eV
HOMO energy   -8.48 eV
LUMO level   0.556 eV

A structure of composition C36H60OP2Re at a distorted geometry. Source: OMol25; level of theory: the ωB97M-V functional and the def2-TZVPD basis.

Last column: Löwdin spin population.
Cartesian coordinates (Å):
H  -1.273  -4.336  0.294  0.000
C  1.268  3.333  4.494  0.018
H  -2.089  0.727  1.629  0.003
C  -0.245  -3.079  1.711  0.026
C  1.132  -3.278  1.349  0.028
H  3.320  2.922  3.926  0.000
H  2.402  2.887  6.291  0.001
H  0.640  2.829  6.539  0.000
H  -1.449  -0.536  3.683  0.002
H  -3.542  0.026  3.588  0.000
C  3.415  -2.254  2.179  0.005
H  0.974  2.105  -6.604  0.000
H  0.709  -0.201  -3.291  0.000
H  0.445  1.925  -1.054  0.000
H  -2.820  -1.054  -0.468  0.001
H  3.816  -2.857  3.006  -0.001
H  -1.122  -2.438  -7.854  0.000
H  -1.471  1.890  -6.776  0.000
H  -2.312  -3.168  1.149  0.000
H  0.349  -3.038  -2.283  0.001
H  1.963  2.110  1.035  0.000
C  0.445  1.385  -5.954  0.000
H  -4.080  1.300  0.186  0.001
H  -1.453  -2.104  4.498  0.002
H  1.336  -2.246  -7.762  0.000
H  2.242  3.286  2.564  0.000
H  2.156  1.693  3.407  0.000
C  1.038  1.221  -1.661  0.001
C  -3.584  2.054  0.811  0.008
C  -2.878  1.395  2.005  0.016
C  1.676  -4.295  0.395  0.015
C  -1.567  -1.377  -6.032  0.000
H  3.879  0.129  -1.971  0.001
C  0.711  -1.479  -7.275  0.000
H  3.888  -2.609  1.258  0.000
H  -0.668  0.853  -2.927  0.000
C  -0.638  -2.556  -2.281  0.009
C  -0.183  3.362  4.016  0.161
C  1.444  2.598  5.833  0.010
H  2.277  -1.609  -5.762  0.000
C  -0.741  2.596  2.899  0.108
H  4.169  -0.843  -0.488  0.000
C  -0.860  0.978  -6.679  0.000
C  -2.288  -0.448  -1.212  0.007
H  1.477  1.510  5.666  0.000
H  3.300  2.230  -0.172  0.001
H  2.069  -5.167  0.933  0.001
H  -0.564  4.889  5.419  -0.004
H  1.539  4.387  4.684  0.005
H  -4.806  1.143  3.007  0.000
H  -2.288  -2.008  -5.499  0.000
H  3.737  -1.221  2.358  0.000
O  -0.058  2.137  1.935  0.287
H  -4.352  2.746  1.180  0.000
C  2.781  1.577  0.535  0.007
C  3.429  -0.574  -1.255  0.006
C  -2.200  2.428  2.918  0.156
H  -1.728  -4.606  1.989  -0.001
C  -0.629  -2.158  -6.907  0.000
H  2.498  -3.881  -0.203  0.001
H  2.060  0.550  -4.749  0.000
H  -0.424  -3.113  -6.398  0.000
H  1.384  -1.250  5.043  0.005
C  -1.030  4.229  4.685  -0.007
C  -3.942  0.536  2.708  0.006
H  -0.622  0.653  -7.697  0.000
C  -2.410  4.273  4.462  0.230
H  0.530  -0.704  -8.027  0.000
H  -4.075  3.183  3.543  -0.003
H  2.430  -0.307  3.968  0.000
H  3.087  -1.482  -1.771  0.001
H  3.486  1.177  1.273  0.000
C  1.926  -2.360  2.122  0.025
H  -3.021  5.017  4.972  0.011
C  -0.295  -2.037  2.691  0.055
C  -2.983  3.309  3.637  0.001
C  -1.682  -0.049  -5.954  0.000
C  1.491  -0.935  -6.115  0.000
C  -1.449  -3.838  1.253  0.004
C  1.040  -1.594  2.946  0.071
H  0.696  0.120  4.163  0.002
H  -2.739  -0.591  -2.200  0.001
C  2.300  2.776  3.527  0.001
H  -1.368  -3.215  -1.791  0.000
H  -2.340  0.609  -0.929  0.000
Re  0.574  -1.317  0.901  1.645
C  1.415  -0.706  4.082  0.019
H  1.737  1.791  -2.289  0.000
H  -2.406  -1.894  3.016  0.000
H  -2.863  2.611  0.204  0.000
C  1.367  0.275  -5.551  0.000
H  -2.496  0.387  -5.361  0.000
P  2.051  0.251  -0.414  0.019
H  0.189  1.951  -5.044  0.000
C  -1.467  -1.619  3.508  0.015
H  0.896  -4.641  -0.292  0.000
C  0.167  0.300  -2.476  -0.002
P  -0.578  -1.004  -1.342  0.019
H  -4.309  -0.232  2.010  0.000
H  -0.961  -2.343  -3.310  0.001

Charge   +2
Gap between HOMO and LUMO (spin up / spin down)   0.2242 / 0.2055 Eh
DFT total energy   -61044.8543 eV
Relative energy (zero: lowest compared OMol25 entry of this formula, charge and spin)   0.000 eV
2S+1   4
HOMO energy (spin up / spin down)   -13.13 / -13.21 eV
LUMO level (spin up / spin down)   -7.026 / -7.621 eV

A structure of composition C29H24BBrCuF2N4O4. Source: OMol25; level of theory: the ωB97M-V functional and the def2-TZVPD basis.

Last column: Löwdin spin population.
Cartesian coordinates (Å):
H  6.059  -2.743  -1.305  0.000
C  -1.702  3.176  -1.368  0.000
O  -0.110  1.160  -0.390  0.011
C  -3.986  -0.744  -2.656  0.000
C  -1.006  -1.552  2.518  0.000
N  0.177  -1.256  2.007  0.004
C  5.464  -1.848  -1.149  0.000
C  4.352  -1.919  -0.316  0.003
C  -2.453  4.255  -1.794  0.000
C  1.282  -1.289  2.731  0.001
H  -2.302  1.231  1.387  0.000
O  -3.322  -1.652  2.036  0.003
Cu  0.384  -0.848  -0.055  0.606
H  -0.524  4.638  1.418  0.000
C  3.997  -3.209  0.366  0.001
N  -1.835  -1.119  0.331  0.064
H  -1.426  -2.353  -2.636  0.005
H  -4.155  -1.254  -3.600  0.000
C  5.814  -0.664  -1.778  0.004
H  -2.122  -2.115  4.243  0.000
F  0.649  -3.692  -0.914  0.024
C  -0.154  2.164  0.372  0.000
H  -5.362  0.853  -3.083  0.000
C  5.037  0.466  -1.573  0.000
C  -2.837  -0.651  -0.530  0.002
H  2.164  -1.603  4.645  0.000
N  2.404  -0.833  0.677  0.081
C  0.006  -1.894  4.645  0.000
C  2.576  -1.044  1.981  0.005
C  -1.073  4.529  0.490  0.000
C  -3.076  -1.290  -1.757  0.002
H  2.808  1.793  0.500  0.000
C  -2.482  5.426  -1.056  0.000
H  2.932  -3.426  0.271  0.001
C  3.075  1.656  -0.548  0.000
H  5.300  1.401  -2.056  0.000
H  6.683  -0.623  -2.426  0.000
C  -1.138  -1.885  3.858  0.000
C  3.915  0.430  -0.752  0.002
B  0.754  -2.399  -1.318  0.126
H  -3.076  6.269  -1.391  0.000
H  4.562  -4.039  -0.063  0.000
O  3.640  -1.087  2.624  0.005
C  -4.670  0.424  -2.367  0.003
F  1.198  -2.356  -2.599  0.030
C  1.241  -1.597  4.083  0.000
Br  -3.471  4.158  -3.399  0.000
C  -0.987  3.321  -0.189  0.000
C  -2.358  -2.563  -2.108  0.006
C  3.569  -0.771  -0.116  0.004
H  3.598  2.545  -0.909  0.000
O  0.357  2.324  1.484  0.000
H  -2.103  -3.130  -1.214  0.001
H  -0.063  -2.139  5.699  0.000
C  -4.449  1.045  -1.146  0.000
H  -3.905  0.724  1.880  0.000
C  -3.553  0.525  -0.220  0.003
H  -2.976  -3.182  -2.763  0.001
H  -4.969  1.967  -0.907  0.000
H  4.219  -3.138  1.433  0.000
H  -1.665  2.235  -1.902  0.000
C  -2.187  -1.446  1.570  0.004
H  -3.691  2.270  1.020  0.000
N  -1.800  5.570  0.077  0.000
C  -3.351  1.235  1.088  0.000
H  2.127  1.563  -1.083  0.000

Charge   -2
Gap between HOMO and LUMO (spin up / spin down)   0.2201 / 0.2396 Eh
DFT total energy   -165414.0349 eV
Relative energy (zero: lowest compared OMol25 entry of this formula, charge and spin)   0.000 eV
2S+1   2
HOMO energy (spin up / spin down)   -1.98 / -2.51 eV
LUMO level (spin up / spin down)   4.007 / 4.006 eV